1.
{
  "formula": "C5H8O2",
  "method": "ωB97M-V with the def2-TZVPD basis set",
  "species": ["C", "O", "H", "H", "C", "C", "H", "H", "H", "H", "H", "C", "C", "O", "H"],
  "coordinates": [[1.8757, -0.2159, 0.3252], [2.9413, -0.5937, 0.7064], [-1.6321, -1.3981, 0.2499], [-0.3765, 1.9646, -1.0724], [-0.9643, 1.2519, -0.4868], [-0.9064, -0.8703, 0.8751], [-1.5004, 1.7873, 0.3024], [-1.4447, -0.3480, 1.6743], [1.2287, 0.3225, -1.6235], [0.8767, -1.4134, -1.3212], [-0.2402, -1.6017, 1.3442], [0.9692, -0.4269, -0.8674], [-0.1032, 0.1430, 0.0772], [0.9845, 0.5998, 0.9705], [-1.7083, 0.7989, -1.1540]],
  "forces_ev_per_a": [[0.5761, -0.1502, 0.0993], [-0.5078, 0.3615, -0.2039], [0.0725, 0.0852, 0.0308], [-0.0359, -0.0618, 0.1528], [0.0339, 0.0499, 0.0175], [-0.0308, -0.0697, -0.0326], [0.1026, -0.0706, -0.0713], [0.0738, -0.1078, -0.1385], [-0.0555, -0.2239, 0.0134], [0.0008, 0.0588, 0.2171], [-0.1084, 0.0591, -0.1169], [-0.0034, -0.0854, -0.0727], [-0.3244, 0.0175, -0.0921], [0.0914, 0.0379, 0.0887], [0.1150, 0.0994, 0.1084]],
  "homo_ev": -10.44,
  "e_above_lowest_ev": 0.2817,
  "orbital_gap_ev": 11.177,
  "lumo_ev": 0.7
}

***

2.
{
  "formula": "C3H6N2O",
  "method": "ωB97M-V with the def2-TZVPD basis set",
  "species": ["H", "H", "H", "H", "N", "N", "H", "H", "C", "C", "O", "C"],
  "coordinates": [[0.2348, -1.5758, -2.0607], [0.8622, 0.6740, 1.5773], [1.8677, -0.6613, -0.2817], [-1.9564, -0.4417, -1.9692], [0.2835, 0.4856, 0.2467], [0.0975, -0.7047, -1.5776], [-1.7193, 1.0770, 0.4441], [0.4108, 0.6004, 3.0646], [-1.1740, -0.2730, -1.2515], [-1.0349, 0.5061, -0.1598], [1.2218, 0.6097, 2.5500], [0.9064, -0.2964, -0.5822]],
  "forces_ev_per_a": [[0.2303, 0.1340, -0.3746], [0.6245, 0.0439, 1.7188], [0.5253, -0.1739, -0.7969], [-0.3174, -0.0255, 0.2928], [-0.9556, -0.0877, -1.0957], [-0.0699, -1.0633, 0.4091], [-0.3434, -0.0302, -0.3717], [0.0696, -0.0228, 0.2360], [-0.1642, 0.4039, -1.0076], [0.3110, 0.4712, 0.6668], [-0.1929, 0.1413, -0.5099], [0.2826, 0.2091, 0.8328]],
  "homo_ev": -9.51,
  "e_above_lowest_ev": 1.2438,
  "orbital_gap_ev": 10.168,
  "smiles": "c1c[nH]cn1.O",
  "lumo_ev": 0.7
}

***

3.
{
  "formula": "C3H8O3",
  "method": "ωB97M-V with the def2-TZVPD basis set",
  "species": ["C", "H", "C", "H", "H", "C", "H", "O", "H", "H", "H", "O", "O", "H"],
  "coordinates": [[-1.0068, 0.5588, 0.6648], [0.1684, -1.9677, -1.2584], [-0.0595, -0.1279, -0.3432], [-0.5179, 2.6279, 1.0556], [-1.9156, 0.8851, 0.1471], [-0.3402, 1.6221, 1.4620], [1.0152, -1.7551, -2.6102], [-0.6234, -1.2442, -0.6941], [-1.2474, -0.3039, 1.3650], [1.7902, -1.4694, -1.3216], [0.7520, 1.5752, 1.4608], [1.3307, -2.2000, -1.8062], [1.0721, 0.2141, -0.7121], [-0.4179, 1.5850, 2.5906]],
  "forces_ev_per_a": [[0.7265, -1.5287, 0.6886], [-1.2841, 1.8657, 1.5297], [-0.0986, -0.1979, 0.1581], [-0.2868, -0.1748, 0.5059], [0.1836, -0.1968, 0.1869], [1.4661, 1.6779, 1.5759], [0.5525, -0.0979, -0.1778], [0.8592, -2.0455, -1.3647], [-0.1489, 1.0145, -1.0242], [-0.2696, 0.0387, -0.2289], [0.1191, -0.4433, -0.7827], [0.0975, -0.1632, -0.4258], [-0.8487, 0.1005, 0.6059], [-1.0678, 0.1510, -1.2469]],
  "homo_ev": -10.27,
  "e_above_lowest_ev": 0.8775,
  "orbital_gap_ev": 10.829,
  "lumo_ev": 0.6
}

***

4.
{
  "formula": "CH12Ba3O9",
  "method": "ωB97M-V with the def2-TZVPD basis set",
  "species": ["C", "H", "Ba", "H", "H", "O", "O", "H", "H", "O", "O", "Ba", "O", "H", "H", "O", "Ba", "H", "O", "H", "O", "H", "H", "H", "O"],
  "coordinates": [[-0.5831, -0.6290, -0.4223], [-0.6635, -1.1355, 1.3105], [-2.1385, 1.2492, 0.2975], [-0.2612, -0.2592, -2.6641], [-0.2248, 0.6907, 1.8550], [-1.0905, 1.0787, 1.9830], [1.0692, 0.2704, 1.8991], [1.4984, 1.5762, -1.1858], [2.4326, 0.3529, -0.2761], [-0.7933, -1.2126, 2.2557], [0.0784, -1.4681, -1.0127], [-1.8195, -2.4826, -1.4685], [-1.7650, -0.7935, -0.3157], [-0.0647, 1.2154, -2.3832], [-1.3591, -0.4742, 2.4812], [0.6348, 1.5022, -1.5920], [1.7445, -1.9676, -1.8861], [1.3132, -0.6226, 1.6557], [1.9989, -0.4939, -0.3810], [0.8085, 0.6812, 1.0748], [-0.7162, 0.5827, -2.6855], [-1.2045, 1.1031, 2.9330], [0.0811, 1.1207, -0.9108], [1.0743, -0.2769, -0.5001], [-0.0501, 0.3923, -0.0616]],
  "forces_ev_per_a": [[-0.1845, 1.5983, 0.0636], [-0.1822, -0.5106, 1.4215], [-11.2444, 10.1040, -4.7933], [0.0849, 0.4687, -1.0895], [2.2914, -1.0571, 1.7986], [0.0207, 2.6456, 6.5959], [2.1361, 1.0450, 1.0521], [0.4941, 1.5605, -0.6351], [1.2562, 0.1595, 0.7653], [-0.5944, -2.8130, 0.1594], [-3.3242, -0.8279, 2.8783], [-7.0329, -10.2777, -6.0396], [-4.6810, -0.5407, 2.7169], [0.3229, 1.1535, -3.0966], [-0.2457, -1.2475, 0.3291], [7.8100, 6.2150, 1.8392], [11.6108, -7.6202, -9.6192], [0.4366, -0.2484, 0.7434], [3.7449, 2.2707, 2.2977], [2.5039, 0.3147, 0.6428], [-6.8532, -5.1430, -2.9469], [0.2048, 0.9490, 1.3485], [0.7735, 2.6340, -1.8588], [1.6579, 1.2597, 0.6646], [-1.0062, -2.0921, 4.7620]],
  "homo_ev": -24.74,
  "total_charge": 4,
  "e_above_lowest_ev": 25.4690,
  "orbital_gap_ev": 9.701,
  "lumo_ev": -15.0
}

***

5.
{
  "formula": "CH3N4",
  "method": "ωB97M-V with the def2-TZVPD basis set",
  "species": ["C", "N", "N", "N", "H", "H", "N", "H"],
  "coordinates": [[-0.2945, -0.2067, 0.1430], [1.2333, -0.5563, -3.1257], [0.6231, -0.5739, -2.0808], [0.4233, -0.3213, -0.8955], [2.1624, -0.0345, -3.1203], [-1.8526, -0.0682, 1.2841], [-0.9117, 0.1935, 1.1995], [-0.6121, 0.8880, 1.8714]],
  "forces_ev_per_a": [[2.5903, 0.3641, -4.7678], [1.4747, 0.8533, 0.4519], [-1.6435, -1.3426, -1.1260], [-2.0997, 1.1364, 5.8484], [-0.8821, -0.2994, 0.3224], [-1.6113, -0.7126, 0.3019], [1.5076, -0.0704, -0.9712], [0.6640, 0.0711, -0.0596]],
  "homo_ev": -14.21,
  "total_charge": 1,
  "e_above_lowest_ev": 5.2435,
  "orbital_gap_ev": 8.551,
  "smiles": "[H]/N=N\\N=C=[NH2+]",
  "lumo_ev": -5.7
}

***

6.
{
  "formula": "C12H17N3OS2",
  "method": "ωB97M-V with the def2-TZVPD basis set",
  "species": ["H", "C", "C", "C", "H", "C", "C", "H", "S", "C", "H", "N", "C", "H", "H", "H", "C", "C", "N", "C", "C", "H", "H", "S", "O", "H", "N", "H", "C", "H", "H", "H", "H", "H", "H"],
  "coordinates": [[-5.0304, -2.2833, -1.3494], [-1.8487, -0.7173, 0.6003], [0.7719, 1.7765, 0.1828], [3.8963, -0.1639, 0.1202], [4.2319, -1.6446, 1.7718], [-2.8090, 1.2226, -0.1222], [-3.7119, -0.8861, -1.1985], [7.0192, 0.0003, -1.1862], [4.8719, 0.8150, -1.0587], [2.5406, -0.0601, 0.5145], [-1.4469, 3.0441, 0.4099], [-0.4537, 1.1775, 0.2999], [-0.6342, -0.2116, 0.2758], [-4.4172, -0.0434, -1.5325], [-1.9213, -0.4649, 1.6674], [-2.3928, 1.4222, -1.4550], [6.1341, -0.2858, -0.6350], [6.0296, -1.3130, 0.3243], [-3.1181, -0.1116, 0.0942], [-4.5545, -1.8502, -0.4442], [4.6313, -1.1371, 0.9492], [-1.9041, 1.7010, 1.7564], [2.5645, 1.8658, -0.5173], [0.7923, 3.6740, 0.1892], [1.9782, -0.4338, 1.5302], [0.2038, -0.6721, 0.3595], [1.8196, 1.2365, -0.1857], [-5.2309, -1.5073, 0.2027], [-1.6564, 1.8922, 0.5200], [6.7134, -1.8373, 0.5029], [-0.5701, -0.4562, -0.8706], [-2.0164, -1.9882, 0.3875], [-3.0493, -1.2153, -1.8238], [-3.5873, 2.0058, -0.1638], [-3.8453, -2.5507, -0.1155]],
  "forces_ev_per_a": [[-0.6401, -0.8336, 0.9017], [-6.5991, -5.3737, 3.7511], [-7.9024, 6.7699, 0.9150], [2.1799, -2.3169, 2.1246], [-0.6852, -0.6681, 0.8572], [0.7501, 4.1309, -6.5484], [-5.0841, 6.8800, 7.6209], [0.4049, -0.5481, 0.1455], [-1.0714, -3.2500, 2.4182], [-3.3150, 4.4657, 1.7817], [-0.8108, -2.4343, -0.2105], [2.7207, 1.5839, 1.0056], [0.9804, 2.3774, -8.8588], [1.3376, -1.3363, -0.4983], [-0.4817, -1.1804, 0.4559], [-1.0504, -0.6579, 2.9360], [1.1734, -0.5119, 0.1933], [-13.5241, 11.3120, -3.2102], [1.5612, -1.4794, -1.5339], [1.8238, -2.3990, -5.9951], [2.6609, 2.4406, -5.8227], [0.6168, 1.0420, -2.6928], [-0.9125, -0.1069, 0.4261], [0.2644, -3.0005, 0.0531], [1.1585, -0.6569, -2.0546], [4.7600, -3.3983, 2.6243], [7.8226, -5.8154, -1.2266], [-2.2168, 1.5667, 2.5171], [-0.3423, 1.3196, 5.4789], [9.9085, -7.9996, 3.1172], [-0.3150, 0.4670, 0.3470], [1.1036, 3.8442, 1.0066], [3.9066, -1.8097, -3.6650], [-0.4229, -0.9869, 0.4237], [0.2398, -1.4363, 1.2162]],
  "homo_ev": -7.44,
  "e_above_lowest_ev": 9.8586,
  "orbital_gap_ev": 6.229,
  "lumo_ev": -1.2
}